Record 1
{
  "formula": "C11H10F3N5S3Tc",
  "method": "ωB97M-V/def2-TZVPD",
  "elements": ["H", "C", "S", "N", "C", "S", "N", "H", "C", "F", "H", "N", "C", "C", "H", "S", "H", "N", "F", "C", "C", "C", "H", "C", "N", "H", "F", "C", "Tc", "H", "H", "C", "H"],
  "xyz": [[-4.152, 2.746, -2.692], [-2.936, -0.534, -0.262], [-4.180, 0.458, -0.957], [-1.737, 0.850, -1.601], [4.387, -0.840, -0.367], [1.153, 2.357, -1.707], [-0.965, 4.155, -1.109], [3.064, -0.748, -2.091], [3.193, -0.576, -1.031], [2.201, 0.116, 3.713], [5.404, -0.811, 1.525], [-3.215, 2.392, -2.576], [-0.099, 3.437, -1.348], [3.435, 0.175, 3.189], [5.232, -1.229, -0.916], [0.608, 0.722, 1.371], [-3.014, -3.252, -0.773], [-1.772, -0.194, -0.712], [3.913, 1.400, 3.397], [-2.950, 1.360, -1.804], [-3.738, -2.883, -0.049], [2.237, 0.126, 0.970], [-3.927, -1.310, 1.432], [4.482, -0.606, 0.996], [2.147, -0.094, -0.362], [-2.273, -1.870, 1.202], [4.206, -0.701, 3.812], [-3.207, -1.647, 0.683], [0.194, 0.543, -0.737], [-4.672, -2.669, -0.569], [-2.464, 2.914, -3.003], [3.378, -0.113, 1.701], [-3.933, -3.671, 0.674]],
  "forces_ev_per_a": [[0.01, -0.01, 0.01], [0.05, 0.03, -0.08], [0.21, -0.01, -0.02], [-0.53, 0.31, 0.29], [-0.09, 0.04, 0.02], [0.11, -0.09, -0.15], [-0.25, 0.13, 0.00], [0.06, -0.01, -0.01], [0.14, -0.05, -0.08], [-0.04, -0.03, 0.01], [0.00, 0.00, 0.01], [0.06, -0.05, -0.02], [0.17, -0.12, -0.02], [0.01, 0.10, -0.01], [-0.01, -0.01, -0.04], [0.06, 0.22, 0.21], [0.01, -0.01, -0.02], [0.27, -0.27, -0.25], [0.01, 0.00, -0.01], [-0.04, 0.02, 0.01], [-0.04, -0.07, -0.02], [0.15, -0.13, 0.03], [0.02, 0.01, -0.02], [-0.08, 0.02, -0.04], [0.00, -0.16, 0.54], [-0.02, -0.03, 0.00], [0.06, -0.08, 0.00], [0.05, 0.03, 0.09], [-0.12, 0.13, -0.29], [-0.02, 0.00, -0.01], [0.02, 0.06, 0.03], [-0.25, 0.03, -0.17], [0.00, -0.02, 0.01]],
  "nbo_charge": [0.4444, 0.1703, 0.5274, -0.4348, -0.2118, 0.2159, -0.2351, 0.2450, 0.1102, -0.3109, 0.2758, -0.7078, -0.0070, 0.9804, 0.2745, 0.4630, 0.2217, -0.3340, -0.2883, 0.3090, -0.5965, 0.0673, 0.2611, -0.0508, -0.4537, 0.2451, -0.2827, -0.4664, 0.7861, 0.2246, 0.4448, -0.1417, 0.2550],
  "gap_ev": [6.27, 6.89],
  "spin_multiplicity": 2,
  "s_squared": 0.797,
  "total_charge": 2,
  "homo_ha": [-0.596, -0.598],
  "lumo_energy_ev": [-9.96, -9.38],
  "relative_energy_kj_mol": 85.6
}



Record 2
{
  "formula": "C3H5O3",
  "method": "ωB97M-V/def2-TZVPD",
  "elements": ["H", "H", "C", "O", "C", "O", "H", "O", "H", "C", "H"],
  "xyz": [[1.022, -0.431, -1.841], [-0.736, 1.211, 0.611], [-0.580, 0.163, 0.825], [1.187, 0.693, 1.779], [-0.370, -0.781, -0.243], [1.572, 1.418, 2.739], [-0.918, -0.269, 1.753], [-0.354, -2.019, -0.048], [-0.174, 0.894, -1.583], [-0.033, -0.195, -1.599], [-0.616, -0.684, -2.395]],
  "forces_ev_per_a": [[-0.41, 0.21, 0.23], [0.10, -0.06, 0.10], [-2.40, -1.49, -1.55], [2.97, 3.03, 4.22], [0.58, -0.74, 0.24], [-1.03, -2.38, -3.09], [0.08, 0.16, 0.25], [-0.21, 1.58, -0.11], [0.03, -0.37, -0.31], [0.28, -0.26, -0.33], [0.01, 0.32, 0.34]],
  "nbo_charge": [0.2370, 0.1902, -0.2824, -0.0004, 0.3978, 0.0343, 0.2038, -0.5237, 0.2075, -0.7035, 0.2395],
  "gap_ev": [9.80, 7.50],
  "spin_multiplicity": 4,
  "s_squared": 3.776,
  "total_charge": 0,
  "homo_ha": [-0.330, -0.353],
  "lumo_energy_ev": [0.83, -2.10],
  "relative_energy_kj_mol": 32.8
}



Record 3
{
  "formula": "C7H13N3O2S",
  "method": "ωB97M-V/def2-TZVPD",
  "elements": ["H", "N", "S", "C", "H", "C", "C", "N", "C", "H", "H", "H", "C", "H", "H", "H", "N", "H", "C", "H", "H", "O", "H", "O", "C", "H"],
  "xyz": [[3.406, 1.146, 0.920], [1.635, -0.143, 1.081], [-0.455, 0.973, -2.519], [2.520, 0.837, 0.379], [2.101, -1.721, 2.403], [2.707, -1.062, 1.614], [-1.300, -0.725, -1.041], [-0.321, 1.478, -0.881], [-1.195, -2.352, 0.754], [2.958, -1.902, 0.823], [0.252, -0.304, 2.872], [3.552, -0.480, 2.103], [-0.264, 1.352, 1.783], [3.035, 0.226, -0.389], [-1.655, -1.559, 1.478], [-1.676, -3.331, 1.015], [-1.078, -0.578, -2.273], [1.410, 1.074, 2.704], [0.811, 0.463, 2.165], [-0.865, 1.577, 2.774], [0.346, 2.167, 1.213], [-1.171, 0.556, 1.103], [-0.049, -2.309, 0.648], [-1.799, -1.942, -0.596], [-0.855, 0.493, -0.257], [2.038, 1.597, -0.199]],
  "forces_ev_per_a": [[-0.25, 0.79, 0.88], [1.60, 0.36, 0.07], [0.33, -0.39, 0.42], [0.02, -1.71, -1.37], [1.71, 1.35, -1.11], [-2.95, -2.73, 1.18], [0.31, -0.52, 1.98], [-0.97, -1.44, -1.83], [-1.38, 1.74, -0.33], [0.12, 2.23, 1.33], [1.89, 0.75, -1.49], [-0.77, -1.11, -0.65], [0.01, 1.66, 1.31], [-0.46, 0.14, 0.02], [1.46, -1.66, -1.02], [0.91, 0.80, -0.61], [0.40, 1.56, -1.63], [2.36, 1.61, 2.60], [-0.30, -3.98, 1.00], [1.58, 0.64, -2.03], [-2.47, -0.52, 0.74], [-0.50, 0.15, -3.53], [-1.90, -0.24, 0.46], [1.39, 1.02, 1.45], [-1.65, -1.18, 1.97], [-0.49, 0.68, 0.19]],
  "nbo_charge": [0.1765, -0.4625, 0.6798, -0.4563, 0.1990, -0.4411, 0.4158, -0.6169, -0.2881, 0.2235, 0.1922, 0.1905, -0.1020, 0.2096, 0.2133, 0.2088, -0.5563, 0.1714, -0.2392, 0.2141, 0.2201, -0.5088, 0.2120, -0.5038, 0.4263, 0.2219],
  "gap_ev": 9.33,
  "total_charge": 0,
  "homo_ha": -0.315,
  "lumo_energy_ev": 0.75,
  "relative_energy_kj_mol": 290.1
}



Record 4
{
  "formula": "C2H6N4",
  "method": "ωB97M-V/def2-TZVPD",
  "elements": ["H", "C", "N", "N", "H", "H", "H", "N", "C", "H", "N", "H"],
  "xyz": [[0.869, -0.389, -1.643], [-0.496, -0.711, 0.225], [-0.027, -1.772, -0.434], [0.207, 1.385, 1.842], [0.122, -1.883, -2.886], [-0.658, 0.968, -1.230], [-0.779, -0.917, 1.276], [0.284, -1.204, -1.787], [-0.268, 0.590, -0.278], [0.459, 0.452, 2.137], [0.088, 1.640, 0.456], [0.706, 2.158, 2.123]],
  "forces_ev_per_a": [[0.31, -0.51, -1.29], [1.94, -4.14, 0.47], [-2.01, 3.15, -2.17], [-1.14, -0.52, -2.71], [1.35, 2.80, 5.36], [0.55, -0.80, 0.03], [0.13, 0.25, -0.68], [-0.87, -3.96, -2.15], [-1.01, 5.33, 0.97], [0.43, 0.28, 0.06], [-1.20, -3.22, 0.37], [1.52, 1.34, 1.75]],
  "nbo_charge": [0.3795, -0.0522, -0.1723, -0.6573, 0.4279, 0.2297, 0.1988, -0.7793, -0.1336, 0.3597, -0.1739, 0.3731],
  "gap_ev": 8.61,
  "total_charge": 0,
  "homo_ha": -0.310,
  "lumo_energy_ev": 0.18,
  "relative_energy_kj_mol": 554.8
}